46
Properties=species:S:1:pos:R:3 method="wB97M-V/def2-TZVPD" total_charge=+2 homo_energy_ev="-15.22 / -14.54" e_tot_ev=-55188.1300 homo_lumo_gap_ev="6.309 / 5.411" e_above_lowest_kj_mol=0.0 molar_mass_g_mol=537.96
Tl 0.8975 1.1473 1.1453
C -1.7755 -2.2049 -4.4293
Si -0.0034 -2.0136 -3.8924
C 0.7992 -0.5430 -4.6919
C 1.0035 -3.5555 -4.1627
C -0.1290 -1.8798 -1.9595
C -0.6671 -3.0141 -1.3176
C -0.8161 -3.0778 0.0463
C -0.4169 -1.9760 0.8265
N 0.0799 -0.9012 0.2731
C 0.2311 -0.8200 -1.0937
S 0.8761 0.6493 -1.6464
H -1.8084 -2.3457 -5.5121
H -2.3671 -1.3181 -4.1953
H -2.2628 -3.0698 -3.9764
H 0.8499 -0.7590 -5.7631
H 1.8210 -0.3715 -4.3516
H 0.2300 0.3794 -4.5768
H 1.0983 -3.7337 -5.2362
H 0.5483 -4.4471 -3.7290
H 2.0118 -3.4558 -3.7572
H -0.9699 -3.8645 -1.9165
H -1.2255 -3.9541 0.5295
H -0.5078 -1.9831 1.9055
C -2.4674 3.4820 0.6546
N -2.6537 3.1724 2.0683
C -3.5380 4.0463 2.8379
C -2.0078 2.1830 2.6345
O -1.2163 1.4099 2.0370
H -3.3710 3.9564 0.2811
H -2.2861 2.5645 0.1010
H -1.6302 4.1685 0.5180
H -4.5217 4.0648 2.3726
H -3.1323 5.0568 2.8633
H -3.6326 3.6689 3.8528
H -2.2239 2.0288 3.6946
C 4.5772 0.4576 2.9200
S 3.1209 -0.1782 3.7234
C 2.7676 1.1825 4.8188
O 2.0133 -0.1623 2.6593
H 5.3712 0.5217 3.6644
H 4.3716 1.4385 2.4923
H 4.8612 -0.2558 2.1493
H 3.5649 1.2344 5.5607
H 1.8284 0.9566 5.3192
H 2.7074 2.1149 4.2585

---

59
Properties=species:S:1:pos:R:3 method="wB97M-V/def2-TZVPD" total_charge=0 spin_multiplicity=5 homo_energy_ev="-7.27 / -7.27" s2=6.01 e_tot_ev=-104072.3471 homo_lumo_gap_ev="5.121 / 5.010" e_above_lowest_kj_mol=75.5 molar_mass_g_mol=621.43
Fe 0.4270 -0.6304 0.3189
N 4.4373 -1.0886 1.5719
C 5.3757 -1.2625 0.5245
C 6.6989 -1.5175 0.8358
C 7.6272 -1.6903 -0.1832
C 7.2234 -1.6265 -1.5048
C 5.8895 -1.3889 -1.8135
C 4.9665 -1.1937 -0.8002
S 3.2936 -0.8125 -1.2263
N 2.4873 -1.0728 0.2591
C 3.0971 -1.1042 1.3998
C 2.2358 -1.1639 2.6276
C 2.7336 -1.2792 3.9143
C 1.8274 -1.3310 4.9683
C 0.4733 -1.2847 4.6993
C 0.0557 -1.1743 3.3793
N 0.9203 -1.1037 2.3760
H 4.8061 -1.1122 2.5052
H 7.0089 -1.5776 1.8720
H 8.6621 -1.8803 0.0638
H 7.9392 -1.7637 -2.3028
H 5.5703 -1.3443 -2.8467
H 3.7898 -1.3451 4.1302
H 2.1875 -1.4117 5.9844
H -0.2614 -1.3242 5.4898
H -0.9908 -1.1190 3.1116
O -1.7580 0.6979 1.6751
C -2.1931 -0.0625 0.8098
O -1.4372 -0.9278 0.1971
C -3.6117 -0.0144 0.3513
C -4.4311 1.0253 0.7802
C -5.7394 1.1143 0.3338
C -6.2469 0.1554 -0.5293
C -5.4147 -0.8742 -0.9304
C -4.1002 -0.9752 -0.5231
N -5.9541 -1.9151 -1.8285
O -7.1113 -1.8106 -2.1755
O -5.2091 -2.8169 -2.1540
H -4.0189 1.7703 1.4466
H -6.3662 1.9371 0.6475
H -7.2610 0.1971 -0.8963
H -3.4747 -1.7766 -0.8821
N 0.6087 1.4733 0.1292
C -0.3235 1.8531 -0.9290
C -0.4425 1.0102 -2.0239
C -1.3688 1.2902 -3.0136
C -2.1763 2.4138 -2.9073
C -2.0415 3.2578 -1.8145
C -1.1133 2.9850 -0.8209
S -3.3434 2.7953 -4.2240
O -2.5125 3.4836 -5.1949
O -4.3370 3.6263 -3.5674
O -3.8077 1.4838 -4.6399
H 0.2351 1.7839 1.0247
H 1.5081 1.9224 -0.0188
H 0.1859 0.1214 -2.1088
H -1.5011 0.6352 -3.8644
H -2.6955 4.1176 -1.7521
H -1.0284 3.6261 0.0488

---

49
Properties=species:S:1:pos:R:3 method="wB97M-V/def2-TZVPD" total_charge=-1 homo_energy_ev=-7.49 e_tot_ev=-106270.3157 homo_lumo_gap_ev=9.393 e_above_lowest_kj_mol=123.5 molar_mass_g_mol=441.12
As 7.2548 -12.0663 -21.8404
F 6.7399 -10.9693 -20.5424
F 8.9315 -12.0970 -21.2036
F 7.7073 -13.1340 -23.2362
F 5.5144 -12.0454 -22.3685
F 7.5574 -10.6351 -22.8827
F 6.9745 -13.5711 -20.8940
O 10.6965 -11.7597 -23.6458
H 10.6041 -11.0499 -23.0102
H 11.1678 -12.4455 -23.1727
O 8.8024 -14.3911 -25.5220
H 8.2271 -13.6480 -25.3400
H 8.5303 -15.0637 -24.8976
O 3.9542 -9.6946 -20.2912
H 4.7177 -9.8902 -20.8344
H 3.4918 -9.0045 -20.7668
O 6.2796 -10.6460 -25.9114
H 7.1274 -10.4709 -26.3197
H 6.4959 -11.0744 -25.0832
O 9.7483 -10.4686 -19.2290
H 9.5372 -9.6044 -19.5823
H 9.3793 -11.0837 -19.8627
O 8.3171 -8.4532 -24.2023
H 7.9967 -9.2343 -23.7514
H 7.5252 -7.9673 -24.4328
O 5.0175 -8.9674 -22.8170
H 4.0692 -9.0879 -22.7662
H 5.3225 -9.6918 -23.3632
O 7.1290 -15.2722 -18.4189
H 7.5027 -14.4190 -18.6394
H 6.8940 -15.6568 -19.2634
O 9.4852 -14.8239 -20.3115
H 9.9682 -14.6215 -21.1127
H 8.7756 -14.1818 -20.2904
O 4.8319 -12.0567 -19.2410
H 4.2850 -11.3064 -19.4736
H 5.7268 -11.7639 -19.4131
O 2.2537 -12.4206 -23.0440
H 3.0884 -12.1118 -23.3962
H 2.4913 -13.1415 -22.4607
O 10.6887 -9.0395 -22.3115
H 9.9174 -9.0409 -22.8784
H 10.3945 -8.6125 -21.5070
O 8.5851 -12.9153 -17.8404
H 7.9833 -12.2220 -17.5695
H 9.3092 -12.4531 -18.2627
O 7.4581 -16.7972 -20.7907
H 7.6955 -17.6219 -20.3667
H 8.2565 -16.2704 -20.7549

---

17
Properties=species:S:1:pos:R:3 method="wB97M-V/def2-TZVPD" total_charge=0 homo_energy_ev=-9.23 e_tot_ev=-8325.1983 smiles=C[C@H]1N[C@H]1[C@H]1CN1 homo_lumo_gap_ev=10.423 e_above_lowest_kj_mol=206.0 molar_mass_g_mol=98.15
C 0.2195 1.9317 -0.6439
C -0.9873 1.0232 -0.7193
N -0.9183 -0.2542 -1.4342
C -1.0262 -0.2598 0.0227
C 0.0943 -0.5952 0.9591
C 0.6463 -1.9438 1.1758
N 1.4647 -0.9005 0.5478
H 0.3673 2.4529 -1.5961
H 1.1367 1.3827 -0.4053
H 0.0819 2.6897 0.1353
H -1.9341 1.5424 -0.8624
H 0.0373 -0.4302 -1.7397
H -1.9919 -0.6180 0.3799
H 0.0639 0.0135 1.8635
H 0.9154 -2.1703 2.2019
H 0.3233 -2.7876 0.5709
H 1.5073 -1.0765 -0.4561

---

12
Properties=species:S:1:pos:R:3 method="wB97M-V/def2-TZVPD" total_charge=0 homo_energy_ev=-8.81 e_tot_ev=-7324.9309 homo_lumo_gap_ev=9.587 e_above_lowest_kj_mol=420.1 molar_mass_g_mol=82.10
O -1.0790 2.3097 0.0723
C -0.6306 1.2004 0.0208
C -1.1140 -0.1065 -0.6310
C 0.0437 -0.8381 0.0786
C 1.6026 0.1085 -0.2848
C 0.5463 0.4977 0.6789
H -2.1082 -0.3895 -0.2698
H -1.0957 -0.1446 -1.7223
H -0.0867 -1.6865 0.7464
H 0.8328 -1.0681 -0.7491
H 2.3361 -0.4647 0.3158
H 0.7527 0.5815 1.7441

---

85
Properties=species:S:1:pos:R:3 method="wB97M-V/def2-TZVPD" total_charge=+4 spin_multiplicity=5 homo_energy_ev="-18.91 / -18.97" s2=6.12 e_tot_ev=-131467.0401 homo_lumo_gap_ev="6.303 / 4.007" molar_mass_g_mol=725.00
N -5.2890 3.3855 -4.2508
C -5.1806 3.6108 -2.9320
C -4.2873 2.8899 -2.1221
C -3.3947 1.9582 -2.7304
C -3.6301 1.6500 -4.0966
C -4.5534 2.4272 -4.8179
C -2.1801 1.5560 -2.0476
Pd -0.5292 0.1824 -1.2468
P 1.6707 -0.0172 -1.0231
C -0.9981 1.2518 -2.8360
C -0.0644 2.3638 -3.2424
C 0.8270 2.1830 -4.3094
C 1.7984 3.1398 -4.6097
C 1.8670 4.3344 -3.8637
C 0.9237 4.5481 -2.8322
C -0.0525 3.5805 -2.5658
Br 3.0618 5.6414 -4.2802
H -2.1376 1.7847 -0.9740
H -1.1215 0.4822 -3.6139
H -4.2439 3.1132 -1.0635
H -3.0729 0.8758 -4.6136
H -5.8344 4.3846 -2.5207
H -4.6928 2.2537 -5.8953
H 0.7654 1.2546 -4.8908
H -0.8015 3.7511 -1.7903
H 2.5096 2.9605 -5.4161
H 0.9341 5.4585 -2.2479
P -1.1283 -2.1127 -1.3066
C 2.5423 1.5604 -0.6275
C 4.0514 1.5915 -0.8355
H 2.2663 1.8284 0.4014
H 2.0742 2.3096 -1.2802
H 4.4672 2.5171 -0.4319
H 4.5670 0.7732 -0.3307
H 4.3250 1.5613 -1.8937
C 2.4774 -0.5099 -2.6170
C 3.6952 -1.4285 -2.5287
H 2.7469 0.4275 -3.1253
H 1.6896 -0.9771 -3.2274
H 4.0017 -1.7235 -3.5405
H 4.5598 -0.9302 -2.0718
H 3.4880 -2.3552 -1.9791
C 2.1209 -1.2542 0.2870
C 3.5135 -1.1544 0.8983
H 1.9577 -2.2637 -0.1270
H 1.3549 -1.1169 1.0674
H 3.6355 -1.9143 1.6773
H 4.3044 -1.3417 0.1653
H 3.6895 -0.1860 1.3721
C -0.9524 -3.1082 0.2113
C -1.5763 -4.5064 0.2045
H -1.3433 -2.5310 1.0600
H 0.1292 -3.2005 0.3815
H -2.6383 -4.4803 0.4717
H -1.4669 -5.0310 -0.7514
H -1.0695 -5.1101 0.9688
C -0.1162 -3.0506 -2.5316
C -0.3543 -2.6421 -3.9816
H -0.3347 -4.1191 -2.3904
H 0.9367 -2.8987 -2.2498
H -1.2977 -3.0514 -4.3645
H -0.3803 -1.5546 -4.1168
H 0.4514 -3.0359 -4.6155
C -2.8654 -2.2573 -1.9024
C -3.8868 -1.8461 -0.8388
H -3.0382 -3.2878 -2.2573
H -2.9615 -1.5883 -2.7787
H -4.8963 -1.9230 -1.2606
H -3.8558 -2.4843 0.0538
H -3.7300 -0.8037 -0.5325
N -1.6485 -0.7171 5.2988
C -1.6325 -0.8018 3.9360
O -1.8601 -1.8749 3.3579
C -1.2889 0.4217 3.1526
C -0.5817 1.5438 3.6239
C -0.0869 2.4450 2.6842
C -0.1768 2.1360 1.3211
N -0.7865 1.0224 0.8874
C -1.4771 0.2848 1.7625
H -2.1097 -1.4777 5.7694
H -1.6192 0.1708 5.7729
H -0.4186 1.6800 4.6957
H 0.4221 3.3634 2.9781
H 0.2662 2.8027 0.5837
H -2.1332 -0.4899 1.3594

---

14
Properties=species:S:1:pos:R:3 method="wB97M-V/def2-TZVPD" total_charge=0 homo_energy_ev=-9.66 e_tot_ev=-9278.9389 smiles="NCC(N)=O.O" homo_lumo_gap_ev=10.125 e_above_lowest_kj_mol=93.8 molar_mass_g_mol=92.10
N 0.7144 0.1185 -1.4488
C 0.9475 1.0209 -0.2839
C 1.4879 0.1477 0.8719
N 0.7116 -0.9266 1.1435
O 2.6327 0.2339 1.2803
H 1.5618 0.2500 -2.0000
H 0.0034 0.5648 -2.0164
H 0.0300 1.5136 0.0323
H 1.7030 1.7951 -0.4305
H 0.0856 -1.3285 0.4725
H 1.1473 -1.5885 1.7559
H -3.0491 -0.2396 0.0562
H -4.3243 -0.5597 0.5348
O -3.6519 -1.0016 0.0323

---

15
Properties=species:S:1:pos:R:3 method="wB97M-V/def2-TZVPD" total_charge=0 homo_energy_ev=-8.72 e_tot_ev=-15301.9451 smiles="O=c1[nH]c(O)nc2ccnn12" homo_lumo_gap_ev=8.599 e_above_lowest_kj_mol=327.3 molar_mass_g_mol=152.11
C 1.7931 -0.1383 -0.0328
C -0.3383 -0.7000 -0.0081
C -1.5437 -1.3963 0.1448
C -2.5244 -0.5450 -0.0320
C 0.1352 1.7780 0.0184
H 2.9968 -1.3944 0.7935
H -1.7394 -2.3887 0.2224
H -3.6886 -0.8076 -0.4170
H 2.3372 1.7116 -0.3873
N 1.0448 -1.2411 -0.2149
N -2.1229 0.8009 -0.1283
N -0.7310 0.6278 0.0909
N 1.4846 1.2027 -0.1972
O 3.0759 -0.4865 0.0328
O -0.1795 2.9769 0.1148